C3H6N | ωB97M-V with the def2-TZVPD basis set

Geometry as XYZ:
```
10
Properties=species:S:1:pos:R:3:forces:R:3
N 2.434927 0.061992 0.297207 -2.356 1.549 0.639
C 3.546814 -0.092401 0.312511 2.989 -1.409 0.160
C -0.303621 -0.422939 -0.894128 0.677 2.417 2.717
C -0.204544 0.340073 0.064445 -0.294 -2.188 -2.717
H -0.108277 -0.965482 -1.750885 -0.089 -1.025 -1.379
H -0.524559 0.851409 0.886366 -1.030 1.351 1.908
H 1.210457 0.443747 0.367959 1.146 -1.376 -1.170
H 4.599458 -0.447962 0.362478 -1.057 0.689 -0.149
H -3.222893 1.841737 2.379754 -0.479 -0.584 -0.466
H -2.830720 2.313500 2.755865 0.491 0.577 0.457
```
Forces are in eV/Å.

Strongest force on any atom: 3.7 eV/A
Energy relative to the best compared isomer or geometry (same formula, charge and spin): 450.1 kJ/mol
LUMO energy: -0.1906 hartree
HOMO level: -0.6050 Eh
DFT total energy: -172.1872 Eh
Total charge: +1